Entry 1:
{
  "formula": "C25H41F9O17S",
  "method": "ωB97M-V with the def2-TZVPD basis set",
  "spin_multiplicity": 1,
  "lumo_energy_ev": 0.3,
  "energy_ha": -3553.15103,
  "homo_lumo_gap_ev": 10.48,
  "smiles": "C#C[C@H](CCCCC(F)(F)C(F)(F)S(F)(F)(F)(F)F)OC=O.COC(=O)OC.COC(=O)OC.COC(=O)OC.COC(=O)OC.COC(=O)OC",
  "elements": ["C", "C", "C", "C", "C", "C", "C", "C", "F", "F", "C", "F", "F", "S", "F", "F", "F", "F", "F", "O", "C", "O", "H", "H", "H", "H", "H", "H", "H", "H", "H", "H", "H", "C", "O", "C", "O", "O", "C", "H", "H", "H", "H", "H", "H", "C", "O", "C", "O", "O", "C", "H", "H", "H", "H", "H", "H", "C", "O", "C", "O", "O", "C", "H", "H", "H", "H", "H", "H", "C", "O", "C", "O", "O", "C", "H", "H", "H", "H", "H", "H", "C", "O", "C", "O", "O", "C", "H", "H", "H", "H", "H", "H"],
  "positions_angstrom": [[-0.84, 0.84, -2.93], [0.01, 1.48, -3.51], [1.28, 2.14, -3.96], [2.50, 1.20, -4.02], [3.22, 1.01, -2.66], [2.46, 0.11, -1.66], [2.83, 0.29, -0.17], [2.35, 1.67, 0.44], [1.62, 1.34, 1.55], [1.53, 2.24, -0.46], [3.62, 2.50, 0.77], [4.56, 2.38, -0.16], [4.13, 1.96, 1.89], [3.40, 4.36, 1.07], [1.88, 4.22, 1.51], [3.82, 4.20, 2.63], [4.97, 4.59, 0.75], [3.02, 4.62, -0.46], [3.28, 5.93, 1.32], [1.49, 3.33, -3.18], [1.86, 4.41, -3.92], [2.61, 4.40, -4.85], [-1.54, 0.23, -2.38], [1.09, 2.47, -5.00], [3.23, 1.68, -4.69], [2.19, 0.23, -4.46], [3.30, 2.02, -2.21], [4.26, 0.67, -2.82], [1.37, 0.15, -1.77], [2.74, -0.94, -1.91], [3.90, 0.11, 0.03], [2.31, -0.51, 0.38], [1.41, 5.38, -3.60], [-0.86, 3.10, 2.99], [-1.86, 4.11, 3.00], [-2.06, 4.68, 4.19], [-1.49, 4.40, 5.21], [-3.02, 5.60, 4.05], [-3.34, 6.29, 5.26], [-0.78, 2.72, 1.98], [0.11, 3.51, 3.28], [-1.14, 2.28, 3.65], [-2.47, 6.83, 5.64], [-3.72, 5.60, 6.01], [-4.12, 7.01, 5.02], [5.66, 1.82, 4.45], [6.52, 0.90, 5.14], [6.17, -0.38, 5.00], [5.24, -0.79, 4.36], [7.04, -1.12, 5.68], [6.79, -2.53, 5.62], [6.04, 2.82, 4.64], [5.69, 1.63, 3.38], [4.64, 1.75, 4.83], [6.86, -2.88, 4.59], [5.82, -2.77, 6.04], [7.56, -3.02, 6.21], [0.29, -2.08, 3.35], [0.45, -2.53, 2.01], [-0.60, -3.18, 1.50], [-1.64, -3.41, 2.06], [-0.29, -3.53, 0.25], [-1.32, -4.23, -0.44], [1.22, -1.57, 3.62], [-0.53, -1.37, 3.42], [0.14, -2.91, 4.04], [-2.21, -3.61, -0.53], [-1.55, -5.17, 0.06], [-0.95, -4.45, -1.44], [-4.67, -2.07, -3.88], [-3.45, -1.69, -4.50], [-3.47, -1.75, -5.84], [-4.41, -2.09, -6.51], [-2.28, -1.37, -6.29], [-2.16, -1.39, -7.72], [-4.53, -1.99, -2.80], [-5.48, -1.41, -4.18], [-4.92, -3.11, -4.11], [-2.87, -0.70, -8.17], [-2.31, -2.40, -8.10], [-1.15, -1.07, -7.96], [-5.86, -4.20, 1.08], [-5.67, -4.63, -0.27], [-6.71, -5.27, -0.80], [-7.76, -5.50, -0.25], [-6.39, -5.61, -2.05], [-7.42, -6.31, -2.75], [-4.95, -3.70, 1.40], [-6.69, -3.50, 1.15], [-6.03, -5.05, 1.74], [-8.31, -5.68, -2.85], [-7.66, -7.24, -2.25], [-7.04, -6.53, -3.74]],
  "mulliken_charge": [-0.02, -1.08, 0.41, -1.10, -0.19, -0.17, -1.23, 1.22, -0.31, -0.15, 0.22, -0.24, -0.16, 1.28, -0.26, -0.34, -0.34, -0.27, -0.30, -0.26, 0.04, -0.47, 0.52, 0.59, 0.42, 0.36, -0.04, 0.46, -0.18, 0.53, 0.36, 0.31, 0.37, -0.51, -0.31, 0.72, -0.54, -0.33, -0.63, 0.18, 0.24, 0.36, 0.29, 0.29, 0.22, -0.52, -0.33, 0.75, -0.53, -0.34, -0.61, 0.28, 0.23, 0.27, 0.29, 0.29, 0.21, -0.66, -0.24, 0.75, -0.55, -0.31, -0.60, 0.18, 0.31, 0.33, 0.23, 0.29, 0.26, -0.68, -0.19, 0.69, -0.55, -0.24, -0.66, 0.18, 0.34, 0.31, 0.30, 0.29, 0.21, -0.63, -0.20, 0.70, -0.54, -0.26, -0.68, 0.16, 0.31, 0.32, 0.31, 0.31, 0.22]
}


Entry 2:
{
  "formula": "C34H33BrEuN4O4S4",
  "method": "ωB97M-V with the def2-TZVPD basis set",
  "spin_multiplicity": 7,
  "lumo_energy_ev": [1.3, 1.3],
  "energy_ha": -6712.74787,
  "homo_lumo_gap_ev": [4.03, 4.03],
  "s2": 12.016,
  "charge": -1,
  "elements": ["Eu", "O", "C", "C", "C", "C", "N", "C", "C", "C", "C", "C", "C", "O", "C", "C", "N", "H", "H", "H", "H", "H", "H", "H", "H", "H", "H", "H", "H", "C", "C", "C", "C", "C", "C", "C", "C", "C", "C", "N", "C", "C", "C", "C", "C", "N", "H", "H", "H", "H", "H", "H", "H", "H", "H", "H", "H", "H", "H", "H", "H", "H", "H", "S", "S", "S", "S", "Br", "C", "C", "C", "C", "C", "C", "C", "O", "O", "H", "H", "H", "H"],
  "positions_angstrom": [[-0.90, -0.09, -1.03], [3.31, 5.91, 0.82], [1.94, 6.04, 0.46], [1.34, 4.69, 0.19], [0.21, 4.57, -0.65], [-0.34, 3.32, -0.82], [0.13, 2.20, -0.26], [1.26, 2.30, 0.52], [1.85, 3.56, 0.77], [1.83, 1.08, 1.01], [2.84, 1.09, 2.00], [3.43, -0.08, 2.39], [4.51, -0.13, 3.44], [4.59, 1.10, 4.14], [3.02, -1.28, 1.77], [2.00, -1.22, 0.85], [1.37, -0.10, 0.48], [3.66, 6.78, 1.02], [1.83, 6.67, -0.43], [1.38, 6.52, 1.28], [-0.22, 5.43, -1.15], [-1.23, 3.20, -1.43], [2.74, 3.64, 1.37], [3.14, 2.01, 2.49], [5.46, -0.35, 2.94], [4.29, -0.96, 4.12], [5.25, 1.01, 4.83], [3.47, -2.23, 2.03], [1.67, -2.13, 0.36], [-3.10, -5.50, 1.46], [-3.53, -4.13, 0.94], [-3.33, -3.02, 1.94], [-4.25, -2.95, 2.98], [-4.23, -1.92, 3.91], [-3.28, -0.93, 3.78], [-2.34, -0.95, 2.76], [-1.34, 0.17, 2.68], [-0.15, -0.07, 3.62], [-2.34, -2.01, 1.84], [-1.44, -1.97, 0.75], [-0.78, -3.03, 0.43], [-0.01, -3.17, -0.75], [0.81, -4.24, -1.12], [1.36, -3.91, -2.35], [0.85, -2.64, -2.68], [0.02, -2.19, -1.73], [-3.28, -6.27, 0.70], [-3.66, -5.77, 2.36], [-2.04, -5.52, 1.71], [-4.60, -4.18, 0.71], [-3.03, -3.91, 0.00], [-5.01, -3.72, 3.04], [-4.97, -1.88, 4.70], [-3.27, -0.09, 4.48], [-1.83, 1.11, 2.94], [-0.97, 0.27, 1.67], [-0.50, -0.16, 4.65], [0.56, 0.76, 3.57], [0.37, -0.99, 3.35], [-0.77, -3.89, 1.11], [0.99, -5.13, -0.54], [2.05, -4.49, -2.94], [1.05, -2.06, -3.56], [-3.02, 1.57, -0.02], [-4.49, 0.24, 0.33], [-4.87, -0.93, -1.36], [-3.19, -1.72, -2.08], [1.55, 3.30, -8.81], [1.04, 2.59, -7.12], [2.00, 2.44, -6.14], [1.63, 1.91, -4.92], [0.30, 1.56, -4.68], [-0.65, 1.73, -5.68], [-0.29, 2.24, -6.91], [-0.08, 1.00, -3.33], [-1.31, 0.98, -3.02], [0.83, 0.60, -2.57], [3.03, 2.72, -6.33], [2.35, 1.76, -4.12], [-1.68, 1.45, -5.47], [-1.02, 2.36, -7.70]],
  "mulliken_charge": [0.33, -0.51, -0.78, 0.59, -1.30, -0.36, 0.41, 0.02, -0.78, 0.64, -0.89, 0.50, -0.80, -0.51, -1.29, -0.11, 1.04, 0.30, 0.34, 0.29, 0.40, 0.54, 0.54, 0.49, 0.30, 0.34, 0.30, 0.50, -0.03, -1.30, -0.83, 1.01, -0.35, -1.20, -0.54, -0.07, 1.10, -1.25, -0.39, 1.21, -0.07, -0.73, -0.75, -0.92, -0.40, 0.38, 0.39, 0.37, 0.31, 0.53, 0.16, 0.42, 0.36, 0.43, 0.66, -1.36, 0.51, 0.31, 0.22, 0.33, 0.48, 0.44, 0.42, -0.37, -0.15, -0.16, -0.34, -0.23, 0.16, -0.61, -0.29, 0.02, -0.21, -0.57, 0.88, -0.67, -0.65, 0.42, 0.42, 0.54, 0.43]
}


Entry 3:
{
  "formula": "C3H7NOS",
  "method": "ωB97M-V with the def2-TZVPD basis set",
  "spin_multiplicity": 1,
  "lumo_energy_ev": 0.5,
  "energy_ha": -646.64585,
  "homo_lumo_gap_ev": 9.77,
  "smiles": "N[C@H](C=O)CS",
  "relative_energy_kj_mol": 173.6,
  "elements": ["O", "C", "C", "C", "S", "N", "H", "H", "H", "H", "H", "H", "H"],
  "positions_angstrom": [[0.29, -2.34, 0.83], [-0.58, -1.41, 0.83], [-0.40, -0.05, 0.03], [0.86, -0.22, -0.76], [1.34, 1.42, -1.39], [-0.41, 0.97, 0.99], [-1.52, -1.58, 1.49], [-1.36, 0.03, -0.59], [1.60, -0.72, -0.11], [0.66, -0.92, -1.55], [0.07, 1.79, -1.86], [-1.02, 1.72, 0.72], [0.46, 1.31, 1.35]],
  "mulliken_charge": [-0.51, -0.06, 0.02, -0.71, -0.24, -0.53, 0.32, 0.32, 0.41, 0.38, 0.12, 0.23, 0.24]
}


Entry 4:
{
  "formula": "C5H10NS",
  "method": "ωB97M-V with the def2-TZVPD basis set",
  "spin_multiplicity": 3,
  "lumo_energy_ev": [-2.8, -8.0],
  "energy_ha": -648.90880,
  "homo_lumo_gap_ev": [5.85, 8.13],
  "s2": 2.005,
  "charge": 1,
  "relative_energy_kj_mol": 388.2,
  "elements": ["C", "C", "C", "C", "C", "N", "S", "H", "H", "H", "H", "H", "H", "H", "H", "H", "H"],
  "positions_angstrom": [[0.32, -1.67, -0.13], [-0.95, -1.32, 0.55], [-1.61, -0.49, -0.47], [1.81, 1.26, -0.18], [0.62, 0.81, 0.66], [-0.06, -0.28, 0.02], [-2.75, 0.74, 0.02], [1.14, -2.00, 0.48], [0.30, -2.07, -1.14], [-1.21, -1.46, 1.58], [-1.64, -0.83, -1.50], [2.53, 0.45, -0.29], [1.49, 1.59, -1.16], [2.31, 2.08, 0.32], [-0.10, 1.63, 0.78], [0.95, 0.49, 1.66], [-3.15, 1.07, -1.21]],
  "mulliken_charge": [-0.43, -0.31, -0.12, -1.18, -0.26, 0.26, 0.01, 0.30, 0.24, 0.32, 0.39, 0.36, 0.34, 0.38, 0.27, 0.31, 0.11]
}


Entry 5:
{
  "formula": "CH5NO2Si",
  "method": "ωB97M-V with the def2-TZVPD basis set",
  "spin_multiplicity": 1,
  "lumo_energy_ev": [-1.1, -1.1],
  "energy_ha": -535.56135,
  "homo_lumo_gap_ev": [9.66, 6.79],
  "relative_energy_kj_mol": 538.4,
  "elements": ["C", "N", "O", "O", "Si", "H", "H", "H", "H", "H"],
  "positions_angstrom": [[-0.62, 1.07, 0.75], [1.39, -1.08, -0.37], [2.25, -0.20, -0.39], [1.49, -2.30, -0.27], [-0.27, -0.59, 0.07], [0.02, 1.21, 1.65], [-0.32, 1.63, -0.13], [-1.72, 1.42, 0.96], [-1.32, 0.69, -2.69], [-0.90, -1.83, 0.42]],
  "mulliken_charge": [-0.75, 0.84, -0.54, -0.51, 0.15, 0.27, 0.28, 0.30, -0.02, -0.03]
}